Arrangement one

DFT (ωB97M-V with the def2-TZVPD basis set) results for a structure of composition C9H15NO2.

The geometry in XYZ format:
```
27
Properties=species:S:1:pos:R:3
O 1.3135 -0.8757 -1.6921
O -0.8628 0.7901 0.3163
N 3.6893 -1.1166 0.4877
C 0.4375 1.1516 -0.0435
C -1.8837 -0.8704 -1.0458
C 0.1770 -1.3898 0.5465
C -2.1450 -0.9480 1.4327
C 1.2252 1.8277 1.1796
C 2.6015 -0.8776 0.2343
C 0.5878 2.0087 -1.2776
C 1.2318 -0.7000 -0.3164
C -1.1540 -0.6162 0.3627
H 0.3615 1.4013 -2.1984
H 1.6414 2.2557 -1.3056
H -2.2184 -2.0231 1.3178
H -1.0273 -0.9847 -1.7450
H -1.7788 -0.6501 2.4036
H -3.1054 -0.4012 1.1372
H -2.4793 -1.7666 -1.0797
H 0.4794 1.8293 2.0155
H 1.1773 -1.6962 -2.1962
H 1.1726 2.9081 0.8657
H 2.1771 1.4578 1.4870
H 0.5499 -1.1899 1.4947
H 0.1037 2.8926 -1.3002
H 0.1460 -2.3945 0.2594
H -2.4178 -0.0223 -1.3402
```

The net charge is 0. The frontier orbital gap is 9.8 eV.



Arrangement two

DFT (ωB97M-V with the def2-TZVPD basis set) results for the molecule C9H15NO2.

The geometry in XYZ format:
```
27
Properties=species:S:1:pos:R:3
O -0.0991 -1.1439 1.3227
O -2.3291 -0.6159 0.6618
N -1.2953 1.1519 -0.3124
C -0.3579 0.0821 -0.4137
C 2.0848 -0.1943 1.0022
C -1.0122 -1.0866 0.3025
C 0.2939 -0.2679 -1.7074
C 0.5821 0.0514 0.9969
C -2.2854 0.7204 0.3512
C -3.3640 1.6123 0.7061
C 2.8063 1.1015 0.7380
C -1.1857 -2.4111 -0.4332
H 2.2087 -0.5437 1.9365
H 2.7685 1.4435 -0.2232
H -3.8978 1.3086 1.6283
H 3.8302 1.0942 0.8598
H -0.4851 -2.6433 -1.1380
H 0.7541 0.6478 -2.2890
H 1.1774 -0.8756 -1.6730
H -1.2330 -3.3189 0.1469
H 2.5162 1.9845 1.2386
H -2.0985 -2.4749 -0.8685
H 2.2451 -0.9275 0.3472
H -0.4867 -0.6485 -2.4905
H 0.4316 1.0218 1.4478
H -4.2407 1.6339 -0.0872
H -3.0219 2.5567 0.6612
```

The SMILES is CC[C@@H]1O[C@@]2(C)OC(C)=N[C@@]12C. The net charge is 0. The frontier orbital gap is 10.1 eV.



arrangement two takes first place; second place is 7.2 kcal/mol up.



Arrangement one

DFT (ωB97M-V with the def2-TZVPD basis set) results for the molecule C3H5ClO.

The geometry in XYZ format:
```
10
Properties=species:S:1:pos:R:3
Cl -1.5634 0.0463 1.7658
O 0.7700 -0.0292 -1.4335
C 0.9819 0.9575 -0.5020
C -0.9935 -0.7572 0.0960
C 0.4497 -0.3360 0.0028
H 0.1854 1.9435 -0.3526
H -1.7277 -0.5811 -0.8037
H 1.7904 1.3872 -0.0930
H 1.3432 -0.8509 0.5549
H -1.2361 -1.7801 0.7654
```

The SMILES is ClC[C@@H]1CO1. The net charge is 0. The frontier orbital gap is 11.2 eV.



Arrangement two

DFT (ωB97M-V with the def2-TZVPD basis set) results for the molecule C3H5ClO.

The geometry in XYZ format:
```
10
Properties=species:S:1:pos:R:3
Cl -3.3635 -0.0874 -0.0781
O 0.5910 0.5543 -0.5002
C -0.5682 -0.1022 -0.3947
C -1.6754 0.6387 -0.0726
C 1.6702 -0.2061 0.1756
H 2.2792 0.4578 0.7812
H -1.8233 1.5897 0.6304
H 1.3090 -1.0041 0.8347
H 2.2581 -0.7098 -0.6107
H -0.6770 -1.1309 -0.7656
```

The SMILES is CO/C=C/Cl. The net charge is 0. The frontier orbital gap is 9.9 eV.



Arrangement three

DFT (ωB97M-V with the def2-TZVPD basis set) results for the molecule C3H5ClO.

The geometry in XYZ format:
```
10
Properties=species:S:1:pos:R:3
Cl 3.0494 1.0787 -2.9422
O 2.5391 1.1715 -1.3813
C 0.9301 0.1397 -0.0038
C 1.1979 0.7478 -1.0858
C -0.4989 -0.2615 0.3541
H 1.6875 -0.0351 0.7091
H -0.5657 -1.2330 0.1181
H -1.2225 0.4768 -0.2402
H 0.3218 0.9198 -1.7684
H -0.6182 -0.1452 1.4155
```

The SMILES is C/C=C/OCl. The net charge is 0. The frontier orbital gap is 9.9 eV.



arrangement two takes first place; second place is 27.7 kcal/mol up.



Arrangement one

DFT (ωB97M-V with the def2-TZVPD basis set) results for a cluster of 2 separate species, C5H9BrN in total.

The geometry in XYZ format:
```
16
Properties=species:S:1:pos:R:3
Br 3.1714 -0.0246 -0.0865
N 0.5356 -0.9782 0.3314
C -0.6254 0.4056 -0.6371
C 0.4584 1.2985 -0.1668
C 0.0516 -0.8663 -1.1984
C -0.8184 -0.3792 0.6308
C 1.3773 0.3134 0.5026
H -0.7171 0.1767 1.5593
H 1.3235 0.5547 2.1626
H -0.6611 -1.7249 -1.4518
H -1.6260 -1.1845 0.6514
H 0.2319 2.0865 0.5280
H 0.9284 1.7498 -0.9362
H 0.7418 -1.8753 0.7322
H 0.8751 -0.6842 -2.0317
H -1.3259 0.9127 -1.1361
```

The net charge is +1. The frontier orbital gap is 10.5 eV.



Arrangement two

DFT (ωB97M-V with the def2-TZVPD basis set) results for the ion C5H9BrN with charge +1.

The geometry in XYZ format:
```
16
Properties=species:S:1:pos:R:3
Br 2.9777 -0.2221 0.1073
N 0.1692 -0.4963 0.4045
C 0.6074 1.5634 -0.6426
C -0.2778 1.7854 0.3152
C -0.4440 -1.6990 -0.2136
C -0.9158 0.4664 0.7776
C 1.1027 0.0462 -0.6295
H -1.2719 -1.4188 -0.9991
H 0.6071 -0.9240 1.1658
H 0.1199 -2.3753 -0.8240
H 1.0764 2.2724 -1.1595
H -1.7815 0.3800 0.2801
H 0.9377 -0.4089 -1.5289
H -0.7131 2.6850 0.6224
H -1.1027 -2.2195 0.4103
H -1.0911 0.5651 1.9139
```

The SMILES is C[N@@H+]1CC=C[C@H]1Br. The net charge is +1. The frontier orbital gap is 10.6 eV.



arrangement two takes first place; second place is 42.3 kcal/mol up.



Arrangement one

DFT (ωB97M-V with the def2-TZVPD basis set) results for a cluster of 9 separate species, C16H54N4O9 in total.

The geometry in XYZ format:
```
83
Properties=species:S:1:pos:R:3
O -0.7256 0.7122 5.6853
O 2.4249 0.0149 2.7537
O -2.6219 -1.9723 -4.5234
O 1.7185 2.7612 1.9120
O -2.4186 -1.6468 0.3434
O 0.4640 -0.5697 0.9230
O 1.1287 1.4745 -0.9736
O 3.4410 -2.6796 -1.8339
O -2.8804 1.2664 -0.1439
N 0.8145 1.1493 8.2603
N 0.8999 -0.9512 -4.1096
N 5.1274 -3.6447 -4.9870
N -5.3479 3.3376 -2.0661
C 5.0578 -4.9446 -2.9723
C -2.3512 2.2702 0.7685
C 4.4225 -2.5218 -2.8174
C -3.5735 1.8209 -1.2659
C 0.4073 2.1705 7.2624
C -3.7861 -1.3540 -4.0190
C 4.3950 -3.7803 -3.7217
C -5.7614 2.2395 0.0615
C 3.2030 -1.4992 -1.1209
C -1.4684 -1.0949 -4.5792
C -0.4666 -1.7135 -2.2676
C 1.4943 3.2531 7.3495
C -1.2024 0.6560 4.3144
C -4.6598 2.7617 -0.8831
C -0.3124 -1.7017 -3.8203
C 0.3485 1.6639 5.8181
H 1.6651 1.9010 2.3352
H -3.5151 -1.0267 -3.0133
H -4.5332 -2.1437 -3.9479
H 4.6257 -5.1635 -1.9939
H -1.6466 1.6304 4.1089
H -4.1256 -0.5278 -4.6454
H -4.0687 1.0220 -1.8208
H -0.5455 -0.7331 -1.7959
H 0.3758 0.2738 8.0057
H -6.6022 2.9288 0.1262
H 1.7469 3.4553 8.3893
H -5.7316 2.6182 -2.6644
H -1.9276 -0.1432 4.1675
H 4.1361 -1.6907 -3.4682
H -2.9825 2.6383 1.5769
H 5.2821 -4.5486 -5.4106
H 1.5848 1.7782 -1.7611
H 2.3128 -1.6165 -0.5046
H 1.1975 -0.4470 1.5331
H 1.0720 -0.8240 -5.0985
H -2.6564 -0.7303 0.1827
H -1.7126 -0.0751 -4.2756
H -0.5502 2.5908 7.5708
H -6.2482 1.3765 -0.4014
H -1.4290 1.8429 1.1627
H -1.1610 -0.9882 -5.6217
H 0.4394 -2.1844 -1.8863
H 3.3542 -4.0226 -3.9369
H 6.1011 -4.7107 -2.7527
H 6.0408 -3.2891 -4.7357
H 4.0235 -1.1966 -0.4647
H -1.5524 -1.5973 0.7539
H -0.3747 0.4353 3.6385
H -4.7406 3.9080 -2.6381
H -5.4480 1.7927 1.0047
H 5.3788 -2.2320 -2.3767
H 1.6933 -1.4968 -3.7986
H 0.3105 2.5434 5.1733
H 2.8102 -0.1043 3.6243
H 3.0935 0.4925 2.2561
H 1.5661 2.5816 0.9808
H 2.3922 2.9735 6.7966
H -1.3856 -2.1869 -1.9229
H 5.0890 -5.9208 -3.4578
H 0.2708 1.1825 -1.2916
H -0.2085 -2.7121 -4.2206
H -4.2132 3.6170 -0.3730
H -1.9943 3.1356 0.2068
H 1.0858 4.1292 6.8443
H 1.2976 1.1420 5.6764
H 1.8169 1.0375 8.1876
H 0.5311 0.1695 0.3151
H 3.1078 -0.6207 -1.7631
H -2.8192 2.2587 -1.9227
```

The SMILES is COC[C@H](C)N.COC[C@H](C)N.COC[C@H](C)N.COC[C@H](C)N.O.O.O.O.O. The net charge is 0. The frontier orbital gap is 9.3 eV.



Arrangement two

DFT (ωB97M-V with the def2-TZVPD basis set) results for a cluster of 9 separate species, C16H54N4O9 in total.

The geometry in XYZ format:
```
83
Properties=species:S:1:pos:R:3
O 1.9242 -4.3663 -3.5713
O 0.2412 -1.9342 1.8774
O -5.0668 3.7012 2.0462
O 7.1572 0.8384 0.1734
O -0.2316 -1.0921 -1.7084
O 1.3914 0.4134 -5.0386
O -4.7396 -7.0773 -4.0973
O 2.8601 6.2653 2.7001
O 1.1349 -5.4921 0.4502
N 8.2741 2.3216 2.6031
N -2.9845 -4.7569 -4.7357
N 1.8634 2.7538 3.4045
N -5.6022 1.1395 3.0808
C 8.3220 0.9066 2.3786
C -5.3764 5.0189 1.5312
C -4.8146 -6.3817 -5.2619
C -5.4935 2.6897 1.1362
C 1.9975 3.9812 2.6169
C 7.1452 0.4772 1.5132
C 2.5442 5.0752 3.4639
C 0.6005 4.2784 2.1426
C 8.2886 0.2559 3.7607
C -4.4382 -4.8296 -5.1065
C 3.2251 7.4084 3.4712
C -5.1478 -8.4272 -4.2001
C 6.0422 0.4226 -0.5883
C -4.5295 -4.1788 -6.4506
C -5.1356 1.2790 1.6370
C -5.8346 0.2032 0.8080
H 0.9035 0.2313 -5.8417
H -5.3243 2.0405 3.4430
H -4.2125 -3.1362 -6.4265
H -6.8973 -0.0137 0.9169
H -0.4588 -1.0882 -0.7785
H 9.1939 0.6051 1.7982
H 4.1235 7.2367 4.0642
H 1.6841 -4.6766 -2.6981
H -3.8667 -4.5590 -7.2279
H 9.1719 0.4234 4.3771
H -5.5365 -4.2457 -6.8625
H 0.6843 -1.2273 2.3467
H 2.6203 3.9029 1.7258
H 5.1072 0.3658 -0.0310
H 6.2490 0.8727 1.9913
H 7.3846 0.5424 4.2981
H 2.5433 2.6597 4.1455
H -4.0484 1.2132 1.6796
H -5.9337 0.4901 -0.2389
H 1.0602 -4.5576 0.6435
H 8.2182 2.6188 1.6394
H 7.0525 -0.6059 1.4346
H 7.3455 2.4591 2.9758
H 6.3238 -0.5338 -1.0286
H -5.1927 5.2237 0.4765
H 1.0964 -4.0882 -3.9632
H -4.8955 -8.9213 -5.1384
H 0.5716 -1.6104 -1.7570
H 8.1700 -0.8187 3.6215
H -6.5666 2.8723 1.0788
H 0.7520 0.2920 -4.3366
H 1.8490 5.4069 4.2352
H -6.4436 5.2208 1.6230
H -2.8447 -5.2322 -3.8556
H 3.3894 8.3109 2.8826
H 1.0147 2.8584 3.9421
H -4.2631 -6.8067 -6.1005
H 0.5536 5.2114 1.5811
H -0.4817 -2.1871 2.4516
H 2.3488 7.5590 4.1017
H -6.6107 1.1082 3.1250
H -4.8869 -9.1073 -3.3892
H -0.0785 4.4531 2.9772
H 5.7330 1.0635 -1.4141
H 1.4545 -5.8808 1.2645
H -4.8034 5.7527 2.0980
H -6.2323 -8.5246 -4.2497
H -4.9516 -4.3306 -4.2846
H -2.8892 -3.8093 -4.3995
H -5.2099 -0.6779 0.6610
H -5.8792 -6.4802 -5.4740
H -5.0786 2.9080 0.1521
H 3.3304 4.7710 4.1548
H 0.0405 3.5522 1.5534
```

The SMILES is COC[C@H](C)N.COC[C@H](C)N.COC[C@H](C)N.COC[C@H](C)N.O.O.O.O.O. The net charge is 0. The frontier orbital gap is 9.5 eV.



arrangement one takes first place; second place is 50.6 kcal/mol up.